Computed, not measured: the ion C4H8N3S with charge +1, with ωB97M-V/def2-TZVPD.

CARTESIAN COORDINATES (ANGSTROEM)
N 1.012921 -1.544883 0.030683
C 1.131037 0.036673 0.491960
S 2.384396 0.961987 -0.538276
C -0.289578 0.442825 0.134282
N -1.211363 -0.429377 -0.310933
C -2.400424 0.167099 -0.454266
C -2.204094 1.442770 0.050000
N -0.932739 1.602075 0.444936
H 1.720322 -1.990343 0.688592
H 1.258370 -1.664330 -0.900380
H 1.304594 0.026012 1.628435
H 3.579634 0.751834 0.280302
H -0.823302 -1.357718 -0.644638
H -3.255343 -0.232528 -0.717480
H -2.937407 2.281089 0.142446
H -0.415525 2.481754 0.732000

Forces on atoms 1 to 2 (eV/Å):
1.26 2.12 5.13
-0.31 -3.08 -1.21

The charge is +1. Its SMILES is N[C@@H](S)c1[nH]cc[nH+]1. For the energy above the lowest of the compared OMol25 structures with the same formula, charge and spin, the calculation gives 34.1 kcal per mole. For the total energy, the calculation gives -719.3965 a.u. The HOMO-LUMO gap is 9.819 eV.

---

Computed, not measured: the ion C4H8N3S with charge +1, with ωB97M-V/def2-TZVPD.

CARTESIAN COORDINATES (ANGSTROEM)
C 1.329136 -0.206391 -0.051310
C -1.322260 -1.047196 0.802254
C -0.968152 0.041255 -0.168124
C 0.513688 2.069241 -0.182549
N 0.728466 -1.512357 -0.337036
N 0.239261 0.695975 -0.122657
N -0.636044 -1.383229 -0.450745
S 2.858430 -0.075536 0.199765
H -0.613310 -1.106505 1.618010
H -2.403920 -1.273178 0.920905
H -1.795856 0.619553 -0.790229
H -0.235726 2.721434 -0.525127
H 0.918973 2.401440 0.812675
H 1.383980 2.285306 -0.840744
H 1.057384 -2.229777 0.300753
H -1.054049 -2.000032 -1.185840

Forces on atoms 1 to 2 (eV/Å):
-7.54 -1.36 -0.93
-1.09 1.24 0.52

The charge is +1. Its spin multiplicity is 3. For the energy above the lowest of the compared OMol25 structures with the same formula, charge and spin, the calculation gives 92.7 kcal per mole. For the total energy, the calculation gives -719.1862 a.u. The HOMO-LUMO gap (spin up / spin down) is 6.648 / 6.557 eV.

---

Computed, not measured: an isolated molecule of C4H8N4, with ωB97M-V/def2-TZVPD.

CARTESIAN COORDINATES (ANGSTROEM)
H -2.224325 -0.815888 1.254201
N -2.280004 -0.456135 0.273009
C -1.116708 -0.024019 -0.119031
N -1.029342 0.460836 -1.474277
N 0.172979 1.089427 -1.879243
C 1.149796 0.485972 -0.874614
C 0.374784 0.058670 0.397229
C 0.672965 -1.250927 1.146318
N 0.752969 0.141685 1.672927
H -1.765760 0.722798 -2.019902
H 0.103098 2.125121 -1.607820
H 1.988709 0.984886 -0.502944
H 1.615032 -0.466665 -1.283850
H -0.106555 -1.848728 1.679673
H 1.624253 -1.648535 1.097695
H 0.068108 0.441502 2.240629

Forces on atoms 1 to 2 (eV/Å):
0.00 0.30 -1.00
2.24 0.40 1.11

Its SMILES is [H]/N=C1/NNC[C@]12CN2. For the energy above the lowest of the compared OMol25 structures with the same formula, charge and spin, the calculation gives 88.4 kcal per mole. For the total energy, the calculation gives -376.1075 a.u. The HOMO-LUMO gap is 9.449 eV.

---

Computed, not measured: a cluster of 2 separate species, C4H8N4 in total, with ωB97M-V/def2-TZVPD.

CARTESIAN COORDINATES (ANGSTROEM)
C 1.770202 -1.650533 1.471613
N 0.651986 -0.927414 1.047596
C -0.481008 -0.697679 1.327188
N -1.647446 -0.498155 1.210171
H 2.601644 -1.419503 0.921713
H 2.018620 -1.376386 2.591684
H 1.475930 -2.780435 1.289614
H -2.107338 0.268690 1.476390
C -1.179849 0.270104 -2.174587
N -0.540819 1.510509 -1.872758
C 0.096825 1.975253 -0.975684
N 0.788603 2.710841 -0.354177
H -1.833521 0.016056 -1.294318
H -1.851705 0.430807 -2.986244
H -0.544319 -0.581800 -2.311225
H 0.782196 2.749644 0.633023

Forces on atoms 1 to 2 (eV/Å):
-1.80 -2.52 3.46
0.61 0.72 -0.47

Its SMILES is CN=C=N.CN=C=N. For the energy above the lowest of the compared OMol25 structures with the same formula, charge and spin, the calculation gives 69.4 kcal per mole. For the total energy, the calculation gives -376.1379 a.u. The HOMO-LUMO gap is 9.553 eV.

---

Computed, not measured: an isolated molecule of C4H8N4, with ωB97M-V/def2-TZVPD.

CARTESIAN COORDINATES (ANGSTROEM)
C -0.179081 2.083900 0.273057
C -1.227824 1.150862 0.226738
C 1.145344 0.479165 -0.608473
C -1.875915 -1.071370 -0.381371
N 0.991110 1.604926 -0.115597
N -0.914041 -0.042029 -0.160474
N 2.402296 -1.141805 0.638421
N 1.946629 -0.546276 -0.578186
H -0.271856 3.120022 0.533598
H -2.244286 1.449872 0.474038
H -1.698488 -1.524118 -1.360631
H -1.755621 -1.856125 0.373203
H -2.908696 -0.700244 -0.342513
H 3.030075 -0.488013 1.105658
H 1.611722 -1.308710 1.263693
H 1.948631 -1.210051 -1.341158

Forces on atoms 1 to 2 (eV/Å):
-0.08 0.18 0.41
-0.08 -0.09 -0.11

For the energy above the lowest of the compared OMol25 structures with the same formula, charge and spin, the calculation gives 79.0 kcal per mole. For the total energy, the calculation gives -376.1226 a.u. The HOMO-LUMO gap is 8.343 eV.

---

Computed, not measured: an isolated molecule of C4H8N4, with ωB97M-V/def2-TZVPD.

CARTESIAN COORDINATES (ANGSTROEM)
C -0.719874 0.282759 1.802025
N -0.886312 -0.631512 0.913110
C -1.123109 -0.203349 -0.369185
N -2.408697 -0.131501 -0.792973
N -0.138728 0.092037 -1.158921
C 1.151691 -0.089691 -0.606562
C 1.690314 -1.310862 -0.494580
N 1.964952 1.016139 -0.492009
H -0.429546 1.324050 1.588934
H -0.794810 0.040424 2.871954
H -3.116690 -0.180801 -0.076546
H -2.541262 0.413893 -1.632227
H 1.205463 -2.200922 -0.878722
H 2.627760 -1.519020 0.004838
H 1.606718 1.720580 -1.133371
H 1.912130 1.377775 0.454234

Forces on atoms 1 to 2 (eV/Å):
0.21 -1.02 -0.31
-1.72 0.89 2.95

Its SMILES is C=N/C(N)=N\C(=C)N. For the energy above the lowest of the compared OMol25 structures with the same formula, charge and spin, the calculation gives 46.5 kcal per mole. For the total energy, the calculation gives -376.1744 a.u. The HOMO-LUMO gap is 8.437 eV.

---

Computed, not measured: a structure of composition C4H8N4, with ωB97M-V/def2-TZVPD.

CARTESIAN COORDINATES (ANGSTROEM)
C -1.328339 -0.157908 -0.189170
C 0.352798 1.325374 1.008837
N 0.075278 0.217651 0.111379
N -1.153997 -1.609466 -0.127784
C 1.030442 -0.068070 -1.070813
C 0.278205 -1.656407 0.045307
N 1.122104 -1.405404 -0.977662
N 1.639641 0.786997 -1.773117
H -1.689735 -2.067440 0.597918
H 1.427945 1.748589 -1.531845
H -2.001078 0.219924 0.583231
H -1.644706 0.197788 -1.175398
H 0.605108 -2.371064 0.803595
H -0.248421 1.238151 1.916070
H 1.414896 1.319519 1.252349
H 0.119859 2.281765 0.527104

Forces on atoms 1 to 2 (eV/Å):
0.52 0.00 -0.26
-0.12 0.27 -0.49

For the energy above the lowest of the compared OMol25 structures with the same formula, charge and spin, the calculation gives 80.0 kcal per mole. For the total energy, the calculation gives -376.1209 a.u. The HOMO-LUMO gap is 8.760 eV.

---

Computed, not measured: an isolated molecule of C4H8N4, with ωB97M-V/def2-TZVPD.

CARTESIAN COORDINATES (ANGSTROEM)
C 2.150432 -0.990429 0.541071
C 1.177907 0.018897 0.066185
N 1.456997 1.154771 -0.500804
C 0.195315 1.764876 -0.522926
C -0.846507 0.864032 -0.421654
N -2.190455 1.070147 -0.505904
N -0.281632 -0.280201 0.072678
N -0.982541 -1.507817 0.235934
H 2.624466 -1.488869 -0.309423
H 2.926300 -0.525203 1.156618
H 1.688854 -1.769315 1.153322
H 0.125565 2.818930 -0.753547
H -2.809400 0.269225 -0.587762
H -2.525486 1.866256 -1.039846
H -1.983077 -1.326819 0.295486
H -0.726739 -1.938481 1.120573

Forces on atoms 1 to 2 (eV/Å):
0.23 -0.51 0.01
-1.46 -2.04 -0.96

Its SMILES is Cc1ncc(N)n1N. For the energy above the lowest of the compared OMol25 structures with the same formula, charge and spin, the calculation gives 44.6 kcal per mole. For the total energy, the calculation gives -376.1775 a.u. The HOMO-LUMO gap is 7.869 eV.